A structure of composition FN2O14S2Zn3, computed with ωB97M-V/def2-TZVPD.

Each line ends with the Mulliken charge.
Element x y z (Å)
1 Zn -2.482 -0.386 0.986  0.351
2 Zn 1.128 0.697 -1.783  0.833
3 Zn 0.760 -0.858 0.871  0.930
4 F -0.456 -1.821 2.054  -0.766
5 N 1.254 2.010 1.201  1.028
6 O 1.693 2.970 1.824  -0.542
7 O 1.389 1.891 -0.102  -0.540
8 O 0.932 0.918 1.884  -0.529
9 N -2.838 1.671 2.147  1.536
10 O -3.682 0.625 1.833  -0.558
11 O -3.246 2.696 2.545  -0.565
12 O -1.703 1.358 1.855  -0.626
13 S 2.838 -1.417 -1.837  1.235
14 O 2.070 -1.649 -0.487  -0.506
15 O 4.098 -2.099 -2.133  -0.629
16 O 1.720 -1.828 -2.769  -0.623
17 O 3.012 0.055 -1.969  -0.643
18 S -1.341 -1.013 -1.306  1.661
19 O -0.924 -2.404 -0.953  -0.627
20 O -0.588 -0.360 -2.411  -0.657
21 O -2.760 -0.824 -1.298  -0.678
22 O -0.873 -0.233 -0.154  -0.085

Computed properties:
Lowest unoccupied orbital energy ... 1.2 eV
Charge ... -1
Orbital gap ... 7.3 eV